Computed, not measured: a structure of composition C18H53Hg2O9, with ωB97M-V/def2-TZVPD.

Its spin multiplicity is 1. As for the total charge: +3.

Atoms and positions in Å:
1 Hg -4.2161 2.3653 -3.0426
2 Hg -1.1706 5.7280 0.9888
3 C -1.3468 -0.5612 0.8526
4 C -0.7899 0.6187 0.0364
5 O -1.6661 1.6803 -0.1548
6 H -2.2969 -0.9967 0.5430
7 H -1.3390 -0.6305 1.9403
8 H -0.6218 -1.3574 0.6840
9 H -0.3715 0.2100 -0.8834
10 H 0.1031 0.8501 0.6170
11 C -1.5966 -2.6034 -5.3768
12 C -2.5423 -1.6068 -5.9980
13 O -2.3302 -0.2473 -5.6548
14 H -1.6960 -3.6505 -5.6630
15 H -1.7806 -2.6714 -4.3046
16 H -0.6296 -2.1899 -5.6630
17 H -3.5686 -1.9173 -5.8019
18 H -2.3704 -1.7809 -7.0602
19 H -1.7730 0.2573 -6.2519
20 C 5.4391 -0.7060 -1.4203
21 C 6.1699 -0.9749 -0.1030
22 O 7.4813 -0.6897 -0.3088
23 H 5.7710 0.1564 -1.9984
24 H 4.3899 -0.4463 -1.2792
25 H 5.4477 -1.6090 -2.0306
26 H 6.0589 -1.9804 0.3028
27 H 5.8286 -0.3505 0.7227
28 H 7.9771 -0.9043 0.4848
29 C 2.1291 0.5381 6.1576
30 C 1.8483 0.6124 7.7095
31 O 2.1719 1.9147 8.1087
32 H 2.2231 -0.5167 5.8996
33 H 2.9989 1.1601 5.9466
34 H 1.2498 0.8635 5.6018
35 H 2.4464 -0.1425 8.2199
36 H 0.8024 0.5671 8.0130
37 H 1.4873 2.5043 7.7841
38 C 0.8073 -6.8332 -0.0382
39 C 1.9852 -7.4292 -0.7731
40 O 2.5095 -8.6095 -0.1855
41 H 0.3872 -5.8817 -0.3641
42 H 0.9856 -6.6840 1.0267
43 H 0.0852 -7.5910 -0.3422
44 H 2.7468 -6.6508 -0.8198
45 H 1.5982 -7.6745 -1.7621
46 H 3.1095 -9.0689 -0.7775
47 C 2.5918 2.5942 -5.6739
48 C 1.8244 3.4741 -6.6085
49 O 0.5052 3.1570 -6.7700
50 H 2.1406 2.6138 -4.6818
51 H 3.6285 2.8833 -5.5012
52 H 2.6667 1.6029 -6.1211
53 H 2.3037 3.4889 -7.5873
54 H 1.8553 4.4115 -6.0532
55 H 0.0152 3.6342 -6.0964
56 C 5.0788 5.3173 1.8456
57 C 3.6585 5.1566 2.2823
58 O 3.0201 5.1274 1.0756
59 H 5.7082 5.4458 2.7262
60 H 5.1616 6.2302 1.2557
61 H 5.3774 4.3948 1.3477
62 H 3.1597 5.9589 2.8258
63 H 3.5458 4.2375 2.8573
64 H 3.5685 5.3398 0.3168
65 C -5.0377 1.7846 6.4563
66 C -5.0384 1.6470 4.9670
67 O -5.6396 2.7332 4.3438
68 H -6.0059 2.2463 6.6502
69 H -4.2297 2.3675 6.8984
70 H -4.9514 0.7605 6.8191
71 H -5.6282 0.7653 4.7164
72 H -4.0281 1.4852 4.5912
73 H -5.6131 2.5461 3.4026
74 C -7.4595 -1.8473 -0.6440
75 C -6.5922 -2.1064 -1.9454
76 O -6.5467 -0.8878 -2.6935
77 H -6.9625 -1.1011 -0.0241
78 H -7.7392 -2.7491 -0.0995
79 H -8.4726 -1.5433 -0.9074
80 H -7.0215 -2.8394 -2.6284
81 H -5.5901 -2.4951 -1.7644
82 H -7.3857 -0.9050 -3.1598

***

Computed, not measured: a cluster of 7 separate species, C18H53N3O10 in total, with ωB97M-V/def2-TZVPD.

Its spin multiplicity is 1. The energy relative to the best compared isomer or geometry (same formula, charge and spin) comes out at 43.6 kcal per mole.

Atoms and positions in Å:
1 O 0.4016 0.3704 -0.1375
2 H -0.5203 0.5224 -0.3455
3 H 0.8656 1.0913 -0.5631
4 C 0.3622 -3.3286 -0.3041
5 C 1.3271 -4.3678 0.2636
6 C 1.2619 -4.5112 1.8038
7 O 2.3273 -5.2279 2.2995
8 C 2.2154 -5.8004 3.5577
9 N 0.9794 -5.5514 -0.4354
10 H 0.3266 -2.4393 0.3251
11 H -0.6096 -3.8169 -0.2314
12 H 0.5151 -3.0449 -1.3454
13 H 2.3199 -4.0094 -0.0081
14 H 0.3415 -5.0284 2.0748
15 H 1.2224 -3.4979 2.2035
16 H 1.2660 -6.2683 3.8180
17 H 2.4465 -5.0264 4.2896
18 H 2.9413 -6.6120 3.6066
19 H 1.6289 -6.2497 -0.1027
20 H 1.0766 -5.4507 -1.4357
21 C -1.7347 -1.1331 -3.3201
22 C -3.1439 -0.6710 -3.5643
23 C -3.3752 0.8269 -3.9829
24 O -3.1020 1.6411 -2.7551
25 C -3.1816 3.0871 -2.9934
26 N -3.6312 -1.5652 -4.5624
27 H -1.7382 -2.1701 -2.9843
28 H -1.2272 -0.5615 -2.5431
29 H -1.1814 -1.0136 -4.2516
30 H -3.7068 -0.8303 -2.6446
31 H -4.3709 1.0056 -4.3888
32 H -2.7017 1.2499 -4.7283
33 H -2.8725 3.5100 -2.0375
34 H -4.1705 3.4667 -3.2504
35 H -2.5229 3.3298 -3.8273
36 H -4.6231 -1.7423 -4.4924
37 H -3.3773 -2.5378 -4.4639
38 C 3.5576 -1.0212 1.2835
39 C 2.4798 -0.6658 2.3140
40 C 3.0689 -0.8373 3.7413
41 O 2.2007 -0.3935 4.7252
42 C 2.7274 -0.6804 6.0285
43 N 2.0498 0.7004 2.1540
44 H 4.4768 -0.4354 1.2895
45 H 3.1837 -0.8994 0.2669
46 H 3.7934 -2.0678 1.4763
47 H 1.5289 -1.1810 2.1786
48 H 4.0547 -0.3736 3.7799
49 H 3.3160 -1.8890 3.8864
50 H 2.5261 -1.7275 6.2548
51 H 2.3095 0.0480 6.7234
52 H 3.8091 -0.5518 6.0667
53 H 1.5674 0.9522 3.0049
54 H 1.3566 0.5578 1.4333
55 C -3.4671 0.5386 0.3063
56 C -2.9703 0.0521 1.7088
57 O -2.7468 1.1428 2.6106
58 O -2.3304 1.0279 -0.3856
59 H -4.2387 1.2991 0.4266
60 H -3.9279 -0.2287 -0.3158
61 H -2.1446 -0.6545 1.6249
62 H -3.8200 -0.4922 2.1210
63 H -2.0627 1.6692 2.1905
64 H -2.6451 1.2475 -1.2656
65 C 0.3421 3.6186 -3.5843
66 C 1.1260 2.3841 -3.2515
67 O 1.5570 2.1936 -1.9313
68 O 1.1541 4.7953 -3.4881
69 H -0.4308 3.7312 -2.8240
70 H -0.2688 3.4894 -4.4778
71 H 2.0779 2.4693 -3.7756
72 H 0.6177 1.5195 -3.6784
73 H 2.2330 2.8642 -1.8093
74 H 1.4817 4.8075 -2.5858
75 C 0.4238 3.9512 1.1658
76 C -0.3672 4.5497 -0.0146
77 O -1.0986 5.7148 0.3871
78 O 1.5177 4.6935 1.7242
79 H 0.8136 2.9962 0.8135
80 H -0.3079 3.7459 1.9472
81 H -1.1913 3.8779 -0.2546
82 H 0.2335 4.8002 -0.8890
83 H -1.0985 6.3545 -0.3287
84 H 1.4985 4.6623 2.6835

***

Computed, not measured: a structure of composition C18H54B3MgO9, with ωB97M-V/def2-TZVPD.

Its spin multiplicity is 1. As for the total charge: -1.

Atoms and positions in Å:
1 Mg 11.9705 -12.5648 8.5764
2 B 11.1147 -11.4184 7.0044
3 H 10.0703 -11.9895 7.1786
4 H 11.9538 -12.1565 6.6215
5 H 10.8692 -10.5862 6.1596
6 H 11.4488 -10.9503 8.0189
7 B 12.6866 -11.4770 10.3737
8 H 13.3863 -12.2391 9.7861
9 H 12.7068 -10.4214 9.7743
10 H 11.6350 -11.9964 10.2915
11 H 13.0726 -11.3877 11.5135
12 B 10.5820 -14.2862 9.3103
13 H 10.2317 -15.2310 8.6555
14 H 11.7234 -14.3202 9.6510
15 H 10.3770 -13.3054 8.6881
16 H 9.9222 -14.2735 10.3216
17 C 12.1574 -14.8044 6.3665
18 O 12.9401 -14.2352 7.3839
19 C 14.3332 -14.5634 7.3227
20 C 15.0298 -13.3018 6.8837
21 O 14.5428 -12.2384 7.6662
22 C 14.9053 -10.9672 7.1644
23 C 14.7176 -9.9417 8.2567
24 O 15.3467 -10.2848 9.4709
25 C 16.7375 -10.3883 9.4011
26 H 12.0782 -15.8937 6.4347
27 H 12.5655 -14.5285 5.3810
28 H 11.1544 -14.3874 6.4135
29 H 14.5141 -15.3260 6.5620
30 H 14.5556 -14.9124 8.3301
31 H 14.8118 -13.1392 5.8137
32 H 16.1292 -13.3450 6.9658
33 H 14.2967 -10.7525 6.2807
34 H 15.9782 -11.0174 6.9278
35 H 13.6887 -9.6944 8.5095
36 H 15.1885 -8.9940 7.9348
37 H 17.0543 -11.3034 8.8701
38 H 17.1001 -10.3873 10.4235
39 H 17.2224 -9.6023 8.7921
40 C 9.3366 -16.1230 12.3758
41 O 9.1071 -16.5359 11.0624
42 C 9.0886 -17.9174 10.8938
43 C 9.0529 -18.2809 9.3980
44 O 8.5755 -17.2080 8.6408
45 C 9.0273 -17.2360 7.3204
46 C 8.4147 -16.0661 6.5388
47 O 8.1395 -15.0205 7.4076
48 C 7.8540 -13.8516 6.6840
49 H 8.9158 -15.1290 12.4917
50 H 10.4169 -16.1336 12.5693
51 H 8.8524 -16.7791 13.1185
52 H 8.1920 -18.3556 11.3573
53 H 10.0074 -18.2963 11.3673
54 H 8.3725 -19.1394 9.2843
55 H 10.0389 -18.5877 9.0252
56 H 8.8002 -18.1789 6.7924
57 H 10.1264 -17.1741 7.3489
58 H 7.4839 -16.4333 6.0592
59 H 9.0379 -15.7662 5.6828
60 H 8.6032 -13.6122 5.9192
61 H 7.7804 -13.0237 7.3822
62 H 6.8964 -13.9581 6.1396
63 C 3.8859 -6.2580 8.1451
64 O 4.9224 -6.1932 7.2228
65 C 4.4839 -5.6811 6.0063
66 C 5.5221 -5.8942 4.8935
67 O 6.7815 -6.0994 5.4488
68 C 7.7143 -6.5077 4.4977
69 C 8.9888 -7.0275 5.1567
70 O 8.7800 -7.3096 6.5047
71 C 9.9410 -7.8262 7.1432
72 H 3.4404 -5.2715 8.3307
73 H 4.2717 -6.6614 9.0789
74 H 3.0915 -6.9357 7.7992
75 H 4.2517 -4.6039 6.0444
76 H 3.5608 -6.1835 5.6785
77 H 5.4933 -5.1009 4.1317
78 H 5.2707 -6.8141 4.3350
79 H 7.9540 -5.6342 3.8623
80 H 7.3229 -7.2326 3.7676
81 H 9.8415 -6.3364 5.0507
82 H 9.3324 -7.9464 4.6519
83 H 10.8439 -7.7868 6.5288
84 H 9.7904 -8.8942 7.3245
85 H 10.0343 -7.3362 8.1104

***

| no. | E_HOMO (eV) | total energy (eV) | Kohn-Sham gap (eV) |
| --- | --- | --- | --- |
| 1 | -15.56 | -46258.227 | 1.193 |
| 2 | -8.45 | -44466.185 | 8.897 |
| 3 | -5.52 | -45436.362 | 8.105 |